1.
The following is a quantum chemistry calculation of a molecular structure, C30H28AgBr2ClGeN3O2Se, from the Open Molecules 2025 dataset.

ORCA input file:
```
! wB97M-V def2-TZVPD RIJCOSX def2/J DEFGRID3
* xyz -1 1
Ag -0.106 0.091 0.054
Cl 6.627 -2.607 -0.651
C 5.137 -1.693 -0.819
C 4.607 -1.465 -2.107
C 3.455 -0.755 -2.258
C 2.750 -0.168 -1.143
O 1.714 0.525 -1.332
C 3.310 -0.445 0.163
C 2.687 -0.053 1.390
N 1.658 0.716 1.525
C 1.239 1.059 2.809
C 2.097 1.216 3.874
C 1.625 1.489 5.176
C 0.292 1.622 5.425
C -0.626 1.539 4.349
C -2.020 1.679 4.537
C -2.858 1.593 3.470
C -2.300 1.404 2.189
N -1.021 1.265 1.974
C -0.165 1.294 3.035
C 4.492 -1.215 0.279
H 5.121 -1.875 -2.969
H 3.027 -0.593 -3.240
H 3.124 -0.505 2.291
H 3.162 1.127 3.705
H 2.337 1.579 5.987
H -0.078 1.799 6.428
H -2.401 1.857 5.537
H -3.931 1.689 3.580
H -2.935 1.383 1.309
H 4.891 -1.417 1.267
Br -2.700 -3.288 -3.189
C -2.425 -3.557 -1.330
C -2.957 -4.698 -0.738
C -2.802 -4.925 0.604
Br -3.578 -6.499 1.356
C -2.093 -4.012 1.414
C -1.894 -4.167 2.806
C -1.188 -3.230 3.503
C -0.664 -2.124 2.812
N -0.831 -1.944 1.527
C -1.536 -2.851 0.807
C -1.709 -2.560 -0.629
O -1.267 -1.516 -1.170
H -3.500 -5.409 -1.346
H -2.307 -5.034 3.303
H -1.024 -3.329 4.568
H -0.084 -1.372 3.345
C -1.734 0.280 -3.920
Ge -0.905 2.026 -4.137
C 1.035 1.864 -4.025
C -1.372 2.790 -5.887
C -1.640 3.254 -2.801
Se -1.217 2.687 -0.992
C 0.594 3.389 -0.897
H -1.322 -0.422 -4.648
H -2.814 0.344 -4.073
H -1.549 -0.113 -2.916
H 1.379 1.219 -4.837
H 1.324 1.408 -3.073
H 1.522 2.837 -4.127
H -0.996 2.157 -6.694
H -0.936 3.785 -6.001
H -2.456 2.873 -5.994
H -2.728 3.230 -2.883
H -1.319 4.287 -2.946
H 1.100 3.200 -1.837
H 1.107 2.833 -0.115
H 0.574 4.454 -0.675
*
```

lowest unoccupied orbital energy = 2.01 eV
HOMO-LUMO gap = 6.37 eV
HOMO = -4.35 eV
relative energy (zero: lowest compared OMol25 entry of this formula, charge and spin) = 11.5 kcal/mol
strongest force on any atom = 0.6 eV/Å

2.
The following is a quantum chemistry calculation of a molecular structure, C24H19BrN5O2PdS2, from the Open Molecules 2025 dataset.

ORCA input file:
```
! wB97M-V def2-TZVPD RIJCOSX def2/J DEFGRID3
* xyz 2 2
Pd 0.141 0.593 -1.602
C -1.045 1.206 6.791
C -1.004 1.311 5.295
C 0.133 0.907 4.587
C 0.170 0.966 3.211
C -0.961 1.442 2.536
C -2.108 1.857 3.214
C -2.111 1.792 4.592
S -0.942 1.495 0.835
O -2.100 2.140 0.294
O 0.365 1.941 0.343
N -0.893 -0.113 0.305
C -2.102 -0.575 -0.296
C -3.275 -0.842 0.385
C -4.360 -1.250 -0.370
C -4.236 -1.355 -1.751
C -3.025 -1.044 -2.339
N -1.961 -0.676 -1.615
H -0.047 1.244 7.224
H -1.490 0.249 7.077
H -1.658 1.990 7.230
H 0.999 0.554 5.132
H 1.055 0.671 2.661
H -2.958 2.241 2.665
H -2.983 2.127 5.139
H -3.326 -0.738 1.461
H -5.305 -1.464 0.113
H -5.066 -1.682 -2.363
H -2.886 -1.100 -3.412
S -1.849 2.863 -3.480
C -0.872 1.939 -2.854
Br 3.242 -2.658 1.906
C 3.172 -1.081 0.904
C 4.098 -0.066 1.087
C 3.987 1.081 0.318
C 2.952 1.189 -0.588
N 2.075 0.198 -0.764
C 2.171 -0.921 -0.035
H 4.890 -0.175 1.816
H 4.696 1.891 0.424
H 2.815 2.080 -1.185
H 1.444 -1.701 -0.207
N 2.977 -3.350 -7.159
C 2.540 -2.747 -6.286
C 1.991 -1.984 -5.190
C 2.360 -0.656 -5.007
C 1.819 0.041 -3.948
N 0.960 -0.537 -3.098
C 0.594 -1.807 -3.269
C 1.095 -2.568 -4.308
H 3.058 -0.177 -5.679
H 2.080 1.073 -3.765
H -0.106 -2.215 -2.552
H 0.789 -3.599 -4.424
*
```

lowest unoccupied orbital energy (alpha / beta) = -8.08 / -8.71 eV
HOMO-LUMO gap (alpha / beta) = 6.63 / 6.02 eV
HOMO (alpha / beta) = -14.71 / -14.72 eV
relative energy (zero: lowest compared OMol25 entry of this formula, charge and spin) = 57.9 kcal/mol
<S²> = 0.806
strongest force on any atom = 3.3 eV/Å

3.
The following is a quantum chemistry calculation of 6 unconnected molecules or ions with the total composition C16H48ClN5O8, from the Open Molecules 2025 dataset.

ORCA input file:
```
! wB97M-V def2-TZVPD RIJCOSX def2/J DEFGRID3
* xyz 0 1
N 0.798 -0.215 0.093
H 0.939 0.511 -0.594
H 1.487 -0.904 -0.174
H -0.097 -0.623 -0.137
H 0.928 -0.051 1.081
Cl 7.511 -1.533 -0.824
O 6.174 -1.248 -0.406
O 7.576 -1.266 -2.230
O 8.556 -0.792 -0.155
O 7.863 -2.882 -0.627
C 2.908 -1.386 5.682
C 1.877 -0.295 6.003
C 2.195 0.387 7.333
O 1.514 1.617 7.542
C 1.839 2.270 8.680
N 2.002 0.729 4.894
H 3.881 -0.921 5.527
H 2.761 -1.968 4.772
H 2.979 -2.037 6.553
H 0.890 -0.736 5.865
H 3.280 0.439 7.429
H 1.941 -0.282 8.155
H 1.625 1.750 9.613
H 1.169 3.130 8.673
H 2.875 2.608 8.680
H 2.968 0.884 4.641
H 1.655 1.575 5.323
C -6.350 -1.126 1.112
C -5.047 -1.005 1.896
C -5.093 -1.529 3.380
O -6.190 -0.812 3.959
C -6.297 -0.920 5.382
N -3.948 -1.652 1.282
H -6.728 -2.142 1.223
H -6.266 -0.917 0.045
H -7.091 -0.375 1.386
H -4.635 0.004 1.875
H -4.165 -1.336 3.919
H -5.265 -2.605 3.331
H -6.385 -1.936 5.765
H -7.148 -0.316 5.698
H -5.394 -0.549 5.866
H -3.846 -2.546 1.741
H -4.317 -1.929 0.383
C 1.761 -3.542 -4.967
C 0.495 -3.375 -4.191
C -0.787 -3.815 -4.893
O -1.979 -3.462 -4.198
C -3.116 -3.857 -4.933
N 0.501 -3.972 -2.901
H 2.654 -3.403 -4.357
H 1.684 -2.711 -5.667
H 1.792 -4.455 -5.562
H 0.385 -2.326 -3.915
H -0.748 -4.877 -5.138
H -0.771 -3.407 -5.903
H -4.056 -3.778 -4.388
H -2.998 -4.882 -5.286
H -3.301 -3.302 -5.853
H 0.865 -4.908 -3.007
H -0.442 -4.200 -2.620
C 0.357 3.176 -4.997
C 1.689 3.951 -4.543
C 1.909 5.399 -5.205
O 0.976 6.380 -4.748
C 1.167 7.642 -5.360
N 1.697 4.089 -3.100
H -0.429 3.898 -5.220
H -0.145 2.520 -4.286
H 0.575 2.661 -5.932
H 2.472 3.263 -4.862
H 1.736 5.263 -6.272
H 2.945 5.727 -5.125
H 0.275 8.236 -5.162
H 1.314 7.605 -6.439
H 1.980 8.182 -4.874
H 2.617 4.426 -2.857
H 0.997 4.783 -2.875
*
```

lowest unoccupied orbital energy = -1.70 eV
HOMO-LUMO gap = 5.40 eV
HOMO = -7.10 eV
relative energy (zero: lowest compared OMol25 entry of this formula, charge and spin) = 111.6 kcal/mol
strongest force on any atom = 3.2 eV/Å

4.
The following is a quantum chemistry calculation of a molecular structure, C28H34BFN11O4Sn, from the Open Molecules 2025 dataset.

ORCA input file:
```
! wB97M-V def2-TZVPD RIJCOSX def2/J DEFGRID3
* xyz 3 1
Sn -1.390 2.250 2.298
C -2.076 -1.923 3.015
C -1.305 -0.808 3.287
N -1.971 0.296 2.916
N -3.149 -0.093 2.368
C -3.233 -1.425 2.432
B -4.178 0.964 1.914
N -3.685 1.704 0.646
C -4.359 1.921 -0.490
C -3.623 2.765 -1.300
C -2.479 3.046 -0.578
N -2.527 2.399 0.597
N -4.246 2.052 3.045
C -5.293 2.551 3.712
C -4.888 3.651 4.455
C -3.541 3.787 4.177
N -3.151 2.818 3.339
H -1.844 -2.951 3.235
H -0.325 -0.733 3.734
H -4.118 -1.934 2.081
H -5.237 0.467 1.692
H -5.321 1.458 -0.650
H -3.888 3.130 -2.278
H -1.624 3.651 -0.838
H -6.268 2.099 3.610
H -5.493 4.265 5.101
H -2.837 4.517 4.547
F -1.058 -2.274 -3.626
C -0.015 -1.992 -2.827
C -0.221 -1.120 -1.797
C 0.803 -0.825 -0.899
C 0.558 0.130 0.193
O -0.548 0.678 0.328
C 1.700 0.375 1.040
C 2.895 -0.271 0.783
N 3.091 -1.151 -0.198
C 4.403 -1.771 -0.356
C 5.116 -2.270 0.862
C 4.540 -3.247 -0.116
C 2.045 -1.440 -1.089
C 2.250 -2.298 -2.169
C 1.229 -2.611 -3.061
N 1.466 -3.480 -4.136
C 0.528 -3.617 -5.257
C 1.168 -4.470 -6.352
N 2.645 -4.180 -6.397
C 3.340 -4.671 -5.134
C 2.338 -4.637 -3.982
C 1.721 1.293 2.208
O 2.699 1.540 2.860
O 0.518 1.823 2.533
H -1.196 -0.668 -1.661
H 3.745 -0.065 1.419
H 4.993 -1.316 -1.140
H 4.618 -2.178 1.817
H 6.188 -2.135 0.893
H 3.650 -3.783 0.192
H 5.218 -3.798 -0.754
H 3.236 -2.710 -2.321
H 0.301 -2.629 -5.653
H -0.418 -4.087 -4.985
H 0.736 -4.248 -7.324
H 1.075 -5.538 -6.170
H 2.783 -3.175 -6.488
H 3.068 -4.609 -7.219
H 4.184 -4.006 -4.964
H 3.708 -5.675 -5.330
H 2.884 -4.597 -3.046
H 1.753 -5.562 -3.952
C -0.882 6.834 2.535
N -0.087 6.074 3.508
C -0.047 4.756 3.531
N 0.687 4.118 4.451
O -0.720 4.109 2.652
H -0.858 7.878 2.829
H -1.914 6.495 2.540
H -0.465 6.739 1.536
H 0.477 6.584 4.164
H 1.248 4.619 5.119
H 0.876 3.136 4.339
*
```

lowest unoccupied orbital energy = -6.74 eV
HOMO-LUMO gap = 8.56 eV
HOMO = -15.29 eV
relative energy (zero: lowest compared OMol25 entry of this formula, charge and spin) = 12.8 kcal/mol
strongest force on any atom = 1.9 eV/Å

5.
The following is a quantum chemistry calculation of 2 unconnected molecules or ions with the total composition C3H11N3, from the Open Molecules 2025 dataset.

ORCA input file:
```
! wB97M-V def2-TZVPD RIJCOSX def2/J DEFGRID3
* xyz 0 1
C -2.861 2.637 1.409
N -2.710 1.813 0.196
C -3.411 0.546 0.264
H -3.616 2.318 2.116
H -1.901 2.672 1.928
H -3.247 3.621 1.102
H -1.773 1.886 -0.143
H -3.279 -0.081 1.151
H -2.926 -0.133 -0.452
H -4.477 0.709 0.126
N 4.218 -3.227 -1.552
C 4.474 -1.954 -1.134
N 3.865 -1.461 -0.147
H 4.907 -3.688 -2.128
H 3.486 -3.754 -1.135
H 5.216 -1.412 -1.722
H 4.036 -0.491 0.121
*
```

lowest unoccupied orbital energy = 1.07 eV
HOMO-LUMO gap = 9.40 eV
HOMO = -8.33 eV
relative energy (zero: lowest compared OMol25 entry of this formula, charge and spin) = 35.8 kcal/mol
strongest force on any atom = 2.0 eV/Å

6.
The following is a quantum chemistry calculation of 11 unconnected molecules or ions with the total composition C29H48BrN15O2PS, from the Open Molecules 2025 dataset.

ORCA input file:
```
! wB97M-V def2-TZVPD RIJCOSX def2/J DEFGRID3
* xyz 1 1
C -2.633 -4.581 -4.614
C -2.031 -4.093 -3.326
O -1.434 -4.828 -2.580
N -2.185 -2.684 -3.045
C -2.663 -2.440 -1.668
C -0.905 -2.003 -3.266
C -1.104 -0.492 -3.209
C 0.072 0.282 -3.843
C -0.334 1.026 -5.130
C 0.606 0.804 -6.266
N 1.838 0.300 -6.200
C 2.276 0.265 -7.467
N 3.521 -0.188 -7.772
N 1.345 0.723 -8.332
P 1.501 0.879 -10.158
O -0.036 0.620 -10.569
Br 2.364 -1.117 -10.668
N 0.281 1.084 -7.538
S -1.161 1.815 -8.181
H -3.034 -3.742 -5.180
H -1.856 -5.056 -5.204
H -3.438 -5.283 -4.405
H -3.021 -3.354 -1.194
H -1.884 -2.019 -1.037
H -3.511 -1.754 -1.713
H -0.508 -2.318 -4.239
H -0.177 -2.317 -2.503
H -1.177 -0.172 -2.172
H -2.046 -0.263 -3.711
H 0.861 -0.435 -4.076
H 0.501 0.979 -3.127
H -1.305 0.643 -5.457
H -0.412 2.101 -4.948
H 3.680 -1.027 -8.299
H 4.320 0.293 -7.395
H -0.504 -0.006 -9.993
H -1.662 2.144 -6.981
C -0.650 1.461 1.428
C -0.777 1.799 0.015
N -0.841 2.057 -1.103
H -0.673 0.382 1.551
H 0.291 1.851 1.808
H -1.472 1.892 1.997
C 1.874 -1.906 2.095
C 1.676 -0.692 2.877
N 1.499 0.269 3.478
H 1.041 -2.586 2.258
H 1.926 -1.655 1.037
H 2.801 -2.391 2.394
C 1.886 0.046 6.795
C 1.429 0.308 8.154
N 1.005 0.504 9.203
H 1.511 -0.921 6.465
H 1.505 0.817 6.130
H 2.972 0.054 6.756
C -2.042 0.046 7.033
C -2.213 0.375 5.620
N -2.347 0.633 4.509
H -2.031 -1.034 7.162
H -1.105 0.458 7.405
H -2.865 0.465 7.609
C -0.496 -8.564 -4.945
C -1.057 -7.635 -5.919
N -1.517 -6.908 -6.678
H -0.486 -8.098 -3.961
H -1.102 -9.467 -4.908
H 0.521 -8.828 -5.229
C 3.195 3.239 -6.263
C 4.249 4.218 -6.025
N 5.079 4.987 -5.841
H 2.266 3.600 -5.822
H 3.050 3.111 -7.337
H 3.452 2.285 -5.809
C 3.400 3.501 10.183
C 3.713 2.679 9.024
N 3.920 2.010 8.115
H 3.266 4.536 9.874
H 2.479 3.141 10.639
H 4.209 3.442 10.909
C 1.148 3.601 4.779
C 1.075 3.953 6.192
N 1.012 4.223 7.305
H 1.071 2.521 4.660
H 0.335 4.079 4.235
H 2.100 3.931 4.367
C -1.611 5.384 9.443
C -1.603 5.706 10.866
N -1.597 5.960 11.985
H -1.674 6.299 8.858
H -0.698 4.856 9.174
H -2.469 4.754 9.213
C -4.376 -2.299 2.119
C -3.156 -1.686 1.611
N -2.194 -1.191 1.232
H -4.248 -3.378 2.183
H -4.596 -1.902 3.109
H -5.207 -2.075 1.452
*
```

lowest unoccupied orbital energy = -3.70 eV
HOMO-LUMO gap = 7.24 eV
HOMO = -10.93 eV
strongest force on any atom = 1.5 eV/Å

7.
The following is a quantum chemistry calculation of 2 unconnected molecules or ions with the total composition C5H8BrF, from the Open Molecules 2025 dataset.

ORCA input file:
```
! wB97M-V def2-TZVPD RIJCOSX def2/J DEFGRID3
* xyz 0 1
C 0.014 1.640 1.716
C -0.382 1.670 0.367
C 0.165 -2.073 -0.809
C -1.287 0.823 -0.308
C 0.739 -0.688 -0.569
F 1.403 -0.251 -1.629
Br 1.810 -0.346 0.974
H 0.946 1.859 2.148
H -0.704 1.392 2.421
H 0.365 2.202 -0.351
H -0.675 -2.117 -1.564
H 1.165 -2.691 -1.309
H -0.156 -2.414 0.171
H -1.483 0.899 -1.366
H -1.922 0.097 0.107
*
```

lowest unoccupied orbital energy (alpha / beta) = -0.10 / 0.06 eV
HOMO-LUMO gap (alpha / beta) = 7.75 / 7.70 eV
HOMO (alpha / beta) = -7.85 / -7.64 eV
relative energy (zero: lowest compared OMol25 entry of this formula, charge and spin) = 82.1 kcal/mol
strongest force on any atom = 3.6 eV/Å

8.
The following is a quantum chemistry calculation of 2 unconnected molecules or ions with the total composition C6H16NO, from the Open Molecules 2025 dataset.

ORCA input file:
```
! wB97M-V def2-TZVPD RIJCOSX def2/J DEFGRID3
* xyz 1 1
C 2.241 0.693 -1.482
C 1.020 0.208 -0.712
C 0.289 1.334 -0.003
C -0.953 0.947 0.785
C 0.433 -0.095 2.620
C -0.723 0.060 1.981
N 0.084 -0.492 -1.671
H 2.949 1.152 -0.793
H 2.749 -0.139 -1.970
H 1.923 1.436 -2.221
H 1.302 -0.578 -0.003
H 1.002 1.860 0.633
H 0.044 2.071 -0.777
H -1.709 0.454 0.167
H -1.434 1.878 1.113
H 1.350 0.372 2.277
H 0.522 -0.681 3.514
H -1.612 -0.403 2.402
H -0.293 0.181 -2.336
H -0.663 -1.046 -1.206
H 0.620 -1.148 -2.232
H -2.485 -2.003 0.185
H -2.369 -2.784 -1.097
O -2.031 -2.015 -0.670
*
```

lowest unoccupied orbital energy = -3.07 eV
HOMO-LUMO gap = 10.04 eV
HOMO = -13.11 eV
relative energy (zero: lowest compared OMol25 entry of this formula, charge and spin) = 11.0 kcal/mol
strongest force on any atom = 1.2 eV/Å